# 1
Below is a structure of composition C38H37BaBrN10O2Si, with properties calculated with ωB97M-V/def2-TZVPD.

```
! RIJCOSX wB97M-V def2-TZVPD def2/J DEFGRID3
* xyz 0 1
Ba 0.1929 -0.8493 0.6518
N 0.3716 2.4700 3.8546
C -0.3092 1.7622 2.9203
N 0.1687 1.3397 1.8168
C 1.5923 1.5670 1.5030
N 1.7974 1.7952 0.1026
N 1.1203 0.9481 -0.6498
C 1.2049 1.0167 -1.9437
C 0.4227 0.0996 -2.7661
C 0.6660 0.0079 -4.1413
C -0.0698 -0.8742 -4.9037
C -1.0449 -1.6520 -4.2910
C -1.2286 -1.4941 -2.9307
N -0.5317 -0.6471 -2.1765
C 2.1363 2.7635 2.2624
C 3.2266 3.4950 1.8072
C 3.7677 4.5113 2.5773
C 3.2124 4.8167 3.8152
C 2.1006 4.1277 4.2646
C 1.5639 3.1148 3.4787
H -0.1187 2.7992 4.6691
H -1.3483 1.5440 3.1610
H 1.8479 1.7569 -2.4161
H 1.4347 0.6260 -4.5862
H 0.1150 -0.9640 -5.9668
H -1.6407 -2.3611 -4.8473
H -1.9864 -2.0756 -2.4135
H 3.6378 3.2476 0.8381
H 4.6244 5.0633 2.2151
H 3.6345 5.6060 4.4231
H 1.6366 4.3841 5.2102
C -1.0990 -2.1969 4.0225
C 0.2218 -1.5038 4.2075
C 0.8707 -1.4643 5.4308
C 2.0954 -0.8136 5.5133
C 2.6249 -0.2049 4.3930
C 1.9186 -0.2852 3.1919
N 0.7551 -0.9418 3.1158
N 2.3772 0.3081 1.9896
Si 4.0826 0.0137 1.5377
C 5.3078 1.0109 2.5657
C 4.3327 -1.8004 1.9043
C 4.3983 0.2835 -0.2729
H -1.5567 -2.4409 4.9791
H -0.9645 -3.1237 3.4612
H -1.7857 -1.5703 3.4502
H 0.4291 -1.9354 6.2981
H 2.6262 -0.7684 6.4559
H 3.5585 0.3377 4.4338
H 5.8593 0.3486 3.2372
H 4.8361 1.7896 3.1666
H 6.0350 1.5037 1.9172
H 4.1513 -2.0554 2.9496
H 5.3666 -2.0710 1.6747
H 3.6788 -2.4184 1.2834
H 4.0328 1.2487 -0.6195
H 3.9100 -0.4927 -0.8665
H 5.4754 0.2195 -0.4493
C -2.9572 1.2320 0.5807
O -2.6500 -0.1350 0.8551
C -3.5718 -1.0583 0.4246
C -4.8952 -0.7574 0.1736
C -5.7378 -1.7701 -0.2710
Br -7.5572 -1.3603 -0.5985
C -5.2754 -3.0437 -0.4950
C -3.9303 -3.3490 -0.2576
C -3.0950 -2.3608 0.2412
O -1.7909 -2.5611 0.5927
C -3.4898 -4.7259 -0.5660
N -4.2851 -5.7521 -0.4134
C -3.5505 -6.8423 -0.8418
C -3.8967 -8.1942 -0.8937
C -2.9557 -9.0788 -1.3766
C -1.6880 -8.6434 -1.8052
C -1.3282 -7.3122 -1.7627
C -2.2853 -6.4283 -1.2702
N -2.2708 -5.0599 -1.1038
H -3.7053 1.6105 1.2808
H -3.3212 1.3407 -0.4417
H -2.0261 1.7800 0.6931
H -5.2765 0.2421 0.3151
H -5.9218 -3.8275 -0.8607
H -1.4945 -3.4625 0.3996
H -4.8729 -8.5245 -0.5651
H -3.1922 -10.1334 -1.4299
H -0.9802 -9.3717 -2.1786
H -0.3560 -6.9661 -2.0862
H -1.4466 -4.4889 -1.3228
N 0.3830 -3.8826 -0.8604
C 0.9846 -3.0282 -0.3470
*
```

The maximum force comes out at 2.88 eV Å⁻¹. The total energy is -137619.3085 eV. For the LUMO energy, the calculation gives -0.00175 hartree. The HOMO-LUMO gap comes out at 6.772 eV.

---

# 2
Below is a structure of composition C38H37FN3OPPb, with properties calculated with ωB97M-V/def2-TZVPD.

```
! RIJCOSX wB97M-V def2-TZVPD def2/J DEFGRID3
* xyz 2 1
Pb -1.8947 0.7903 0.5477
O -2.8756 1.2002 3.6233
N -3.0496 1.9750 2.3886
C -3.3413 3.1859 2.6080
C -3.5203 4.2514 1.6297
C -4.5084 5.2146 1.8553
C -4.7912 6.1935 0.8504
C -4.1987 6.1558 -0.3663
C -3.1737 5.2271 -0.5822
C -2.8490 4.2995 0.3331
P -1.3845 3.2778 0.0064
C -0.3003 3.8816 1.2712
C 0.8767 3.0830 1.4827
C 1.6845 3.4161 2.5008
C 1.5344 4.6439 3.2432
C 0.3432 5.3490 3.0645
C -0.5077 5.0445 2.0334
C -0.9177 3.5446 -1.7283
C 0.1944 4.3785 -1.9506
C 0.4085 4.6746 -3.3366
C -0.4008 4.2055 -4.3122
C -1.3737 3.2716 -4.0821
C -1.6559 2.9045 -2.7941
H -3.7821 0.7593 3.6885
H -3.4670 3.5018 3.6432
H -5.0144 5.2077 2.7607
H -5.5939 6.8498 1.1767
H -4.5425 6.8165 -1.1368
H -2.5777 5.2618 -1.4770
H 0.9731 2.0349 0.9964
H 2.6298 2.7940 2.5824
H 2.2169 4.9464 4.0122
H 0.1585 6.2487 3.6617
H -1.2571 5.7376 1.8085
H 0.8680 4.8866 -1.1838
H 1.3574 5.1470 -3.6164
H -0.0746 4.4175 -5.3597
H -1.9601 2.8391 -4.8800
H -2.4933 2.2153 -2.6246
C 0.8883 -7.6818 -0.1230
C 0.8158 -6.1363 0.1381
C -0.7204 -5.6798 0.2607
C 1.3752 -5.3999 -1.0925
C 1.8153 -5.9842 -2.2573
C 2.2115 -5.2287 -3.3846
C 2.1230 -3.8424 -3.3991
C 1.8094 -3.1797 -2.1782
C 1.8181 -1.6607 -2.2963
C 0.5345 -0.8978 -1.8358
C 3.0510 -0.9611 -1.5915
C 1.5888 -3.9588 -0.9953
N 1.5659 -3.2078 0.1148
C 2.0308 -3.4190 1.2753
C 3.0667 -4.3096 1.6736
C 3.3682 -4.5121 2.9822
C 2.7656 -3.6854 3.9728
C 1.7772 -2.7646 3.6475
C 1.4290 -2.6129 2.3524
F 0.3963 -1.7816 2.0496
H 0.4061 -8.2297 0.6747
H 1.8867 -8.0588 -0.4034
H 0.2140 -7.8478 -1.0264
H 1.3464 -5.8822 1.0676
H -1.3629 -6.1324 -0.4386
H -0.7818 -4.6003 0.1795
H -0.9306 -5.9749 1.3317
H 1.6541 -7.0501 -2.3372
H 2.6329 -5.6844 -4.2761
H 2.4716 -3.3494 -4.2919
H 2.0504 -1.4065 -3.3045
H 0.3619 -1.1045 -0.8096
H -0.2622 -1.2553 -2.4157
H 0.7699 0.1094 -2.1655
H 2.9870 -1.1515 -0.4855
H 2.9630 0.1128 -1.8650
H 4.0586 -1.2752 -1.9026
H 3.4837 -4.8816 0.8691
H 4.2374 -5.1191 3.3146
H 3.0910 -3.7482 5.0131
H 1.2991 -2.1515 4.3539
N -4.4335 0.8717 -1.7507
C -3.5925 0.8813 -0.9831
*
```

The maximum force comes out at 4.13 eV Å⁻¹. The total energy is -63758.2687 eV. For the LUMO energy, the calculation gives -0.29753 hartree. The HOMO-LUMO gap comes out at 5.315 eV.

---

# 3
Below is a cluster of 2 separate species, C38H37N3O3 in total, with properties calculated with ωB97M-V/def2-TZVPD.

```
! RIJCOSX wB97M-V def2-TZVPD def2/J DEFGRID3
* xyz 0 1
C -2.3232 -4.4950 0.9411
C -3.2229 -3.9408 0.0194
C -3.2151 -2.5651 -0.2103
C -2.4053 -1.7120 0.5988
C -2.7157 -0.3168 0.8053
C -4.0902 0.1352 0.5120
O -4.3439 1.1974 -0.0630
C -5.2587 -0.7325 0.9592
C -5.1808 -1.5775 2.0716
C -6.2990 -2.2990 2.4975
C -7.4993 -2.2049 1.7860
C -7.5869 -1.3369 0.6909
C -6.4872 -0.5702 0.3053
C -2.0586 0.4489 1.7767
N -1.5079 1.1047 2.5903
C -1.3610 -2.3033 1.3519
C -1.3901 -3.6785 1.5911
H -2.3717 -5.5639 1.1702
H -3.9565 -4.5777 -0.4878
H -3.9014 -2.1273 -0.9444
H -4.2184 -1.6700 2.5829
H -6.2236 -2.9253 3.3871
H -8.3724 -2.7824 2.0926
H -8.5089 -1.2232 0.1248
H -6.5281 0.1532 -0.5136
H -0.6203 -1.6574 1.8344
H -0.6959 -4.0986 2.3193
C -2.9319 7.5267 -0.5740
O -3.5686 6.2518 -0.8297
C -2.8168 5.1225 -0.8234
C -3.4372 3.9404 -1.3192
C -2.7231 2.7705 -1.4005
C -1.4512 2.6216 -0.7728
C -0.7936 1.3524 -0.6097
C 0.5947 1.2883 -0.5294
C 1.4319 0.2068 -0.7727
N 2.7808 0.3003 -0.7442
C 3.6041 -0.8743 -1.0393
C 3.2495 -2.0833 -0.1779
C 4.1108 -3.3024 -0.4167
C 4.7093 -3.9366 0.6723
C 5.6093 -4.9846 0.4715
C 5.8700 -5.4358 -0.8344
C 5.1800 -4.8710 -1.9152
C 4.3025 -3.7995 -1.7107
C 5.0259 -0.3626 -0.7904
O 6.0810 -0.9755 -0.9260
N 4.9229 0.9395 -0.3847
C 6.0946 1.7380 -0.0753
C 3.5711 1.4897 -0.3555
C 3.4645 2.6289 -1.3828
C 3.2682 1.9795 1.0708
C -0.8334 3.8262 -0.3286
C -1.4634 5.0595 -0.4067
H -3.7390 8.2412 -0.7392
H -2.5710 7.5906 0.4633
H -2.1031 7.7217 -1.2721
H -4.4782 4.0058 -1.6324
H -3.1309 1.9271 -1.9671
H -1.3750 0.4338 -0.7174
H 1.1073 2.2127 -0.2815
H 1.0190 -0.7770 -1.0410
H 3.5156 -1.1268 -2.1122
H 3.3527 -1.7774 0.8754
H 2.1944 -2.3310 -0.3599
H 4.4854 -3.5586 1.6741
H 6.1037 -5.4394 1.3314
H 6.5998 -6.2324 -0.9991
H 5.3269 -5.2542 -2.9290
H 3.7768 -3.3264 -2.5428
H 6.9833 1.0978 -0.0955
H 6.2247 2.5461 -0.8125
H 5.9808 2.1787 0.9250
H 3.9796 2.3366 -2.3092
H 2.4209 2.8567 -1.6170
H 3.9525 3.5211 -0.9700
H 3.5695 1.2067 1.7928
H 3.8429 2.8966 1.2585
H 2.2062 2.1871 1.2131
H 0.1709 3.7985 0.0964
H -0.9245 5.9662 -0.1160
*
```

The maximum force comes out at 2.21 eV Å⁻¹. The total energy is -50616.0734 eV. For the LUMO energy, the calculation gives -0.06126 hartree. The HOMO-LUMO gap comes out at 4.393 eV.

---

# 4
Below is a structure of composition C38H37N6O6STi, with properties calculated with ωB97M-V/def2-TZVPD.

```
! RIJCOSX wB97M-V def2-TZVPD def2/J DEFGRID3
* xyz 3 1
Ti 0.3859 0.9641 0.5210
C -6.3278 2.9454 -0.9470
C -5.0449 2.3738 -0.4112
C -4.9873 1.0522 0.0419
C -3.8024 0.5131 0.5388
C -3.7347 -0.6855 1.3538
N -4.1268 -1.8734 1.0576
C -4.4651 -2.3906 -0.2828
C -3.1931 -2.7476 -1.0549
C -2.2159 -3.7048 -0.3716
N -1.2701 -3.0028 0.5198
C -0.5125 -3.5958 1.3971
C 0.4903 -2.9856 2.1976
C 1.1585 -3.7863 3.1500
C 2.1046 -3.2779 4.0165
C 2.8273 -4.1396 5.0130
C 2.3585 -1.9071 3.9346
C 1.7394 -1.0680 3.0070
C 2.0372 0.3442 3.0384
N 1.5897 1.2840 2.2780
C 2.1805 2.6218 2.5399
C 1.1672 3.7484 2.5770
C 0.5756 4.0892 1.2217
N -0.3638 3.0370 0.7749
C -1.5435 3.4519 0.4753
C -2.6847 2.6181 0.1660
C -3.8992 3.1486 -0.2871
C -2.6181 1.2743 0.5212
O -1.5024 0.6817 0.8824
C 0.8141 -1.6060 2.0969
O 0.2251 -0.8556 1.2170
H -7.1813 2.6335 -0.3464
H -6.5018 2.6076 -1.9699
H -6.3008 4.0329 -0.9566
H -5.9030 0.4717 0.0786
H -3.3105 -0.5728 2.3495
H -4.0789 -2.5625 1.8007
H -5.0271 -1.6327 -0.8212
H -5.1135 -3.2521 -0.1356
H -2.6653 -1.8316 -1.3405
H -3.5121 -3.2096 -1.9900
H -1.6325 -4.2123 -1.1391
H -2.7311 -4.4752 0.2061
H -1.0808 -2.0136 0.3597
H -0.6815 -4.6619 1.5308
H 0.9081 -4.8407 3.2013
H 2.3960 -5.1371 5.0609
H 2.7837 -3.7038 6.0108
H 3.8787 -4.2418 4.7418
H 3.0702 -1.4705 4.6285
H 2.7399 0.6313 3.8213
H 2.9157 2.8128 1.7558
H 2.7130 2.5821 3.4903
H 1.6892 4.6355 2.9405
H 0.3752 3.5341 3.2990
H 1.3650 4.1907 0.4793
H 0.0407 5.0373 1.2821
H -1.7350 4.5257 0.4979
H -3.9469 4.2022 -0.5414
O 2.0176 0.0174 -0.2811
C 2.4983 1.1128 -0.7209
O 1.7910 2.1357 -0.3993
C 3.7109 1.1952 -1.5177
C 4.4192 0.0257 -1.8014
C 5.5685 0.0930 -2.5663
C 5.9741 1.3331 -3.0262
C 5.2931 2.5070 -2.7582
C 4.1452 2.4350 -1.9916
N 7.2089 1.4073 -3.8561
O 7.5331 2.5026 -4.2490
O 7.7815 0.3642 -4.0692
H 4.0688 -0.9241 -1.4218
H 6.1511 -0.7827 -2.8114
H 5.6676 3.4419 -3.1488
H 3.5856 3.3315 -1.7626
S -1.4099 1.5485 -3.7818
C -0.7219 1.8639 -2.2605
N -0.2767 0.8343 -1.5926
C -0.4158 -0.3378 -2.3471
C 0.0974 -1.6003 -2.0283
C -0.0970 -2.6283 -2.9278
C -0.7924 -2.4283 -4.1290
C -1.2710 -1.1813 -4.4700
C -1.0601 -0.1346 -3.5721
H -0.6432 2.8737 -1.8897
H 0.6914 -1.7369 -1.1362
H 0.3321 -3.6019 -2.7244
H -0.9173 -3.2530 -4.8177
H -1.7645 -1.0137 -5.4179
*
```

The maximum force comes out at 0.19 eV Å⁻¹. The total energy is -95161.9911 eV. For the LUMO energy, the calculation gives -0.33230 hartree. The HOMO-LUMO gap comes out at 7.245 eV.

---

# 5
Below is a structure of composition C38H38FMnN3O3P, with properties calculated with ωB97M-V/def2-TZVPD.

```
! RIJCOSX wB97M-V def2-TZVPD def2/J DEFGRID3
* xyz 3 4
Mn -0.6071 0.6102 -2.7265
C 2.0683 -1.5091 -0.4983
C 2.9395 -1.7976 -1.6914
C 4.2425 -2.2489 -1.5412
C 5.0427 -2.5016 -2.6478
C 4.5572 -2.3031 -3.9315
C 3.2627 -1.8506 -4.1135
C 2.4572 -1.6133 -2.9982
P 0.7378 -1.1654 -3.2707
C 0.6084 -0.3116 -4.8608
C 0.9760 1.0441 -4.6955
C 0.8644 1.9394 -5.7445
C 0.3951 1.4739 -6.9631
C 0.0528 0.1367 -7.1324
C 0.1271 -0.7858 -6.0936
C -0.2633 -2.2189 -6.3169
C -0.3078 -2.6088 -3.0907
C 0.1310 -3.9146 -2.9424
C -0.8123 -4.9100 -2.7252
C -2.1585 -4.5796 -2.6325
C -2.5876 -3.2624 -2.7534
C -1.6617 -2.2562 -2.9912
C -2.0189 -0.8208 -3.1692
H 2.6059 -1.7032 0.4275
H 1.1667 -2.1295 -0.5117
H 1.7540 -0.4637 -0.5000
H 4.6402 -2.3994 -0.5455
H 6.0559 -2.8529 -2.5048
H 5.1867 -2.4956 -4.7893
H 2.8798 -1.6860 -5.1131
H 1.4551 1.3579 -3.7655
H 1.1530 2.9737 -5.6198
H 0.3066 2.1589 -7.7961
H -0.2806 -0.2055 -8.1044
H -0.2659 -2.4518 -7.3794
H -1.2683 -2.4186 -5.9363
H 0.4214 -2.8999 -5.8146
H 1.1881 -4.1482 -2.9887
H -0.4976 -5.9391 -2.6195
H -2.8859 -5.3593 -2.4491
H -3.6428 -3.0298 -2.6763
H -2.9272 -0.5531 -2.6243
H -2.1525 -0.5614 -4.2320
F -1.2854 -1.8915 3.4019
C -1.1357 -0.5825 3.1232
C -1.0261 -0.2645 1.8056
C -0.9602 1.0733 1.3875
C -0.8795 1.4059 -0.0065
O -0.7657 0.4370 -0.8704
C -0.9604 2.7755 -0.3306
C -0.9857 3.7090 0.6793
N -0.9574 3.4009 1.9746
C -0.9097 4.4714 2.9616
C 0.3438 4.6329 3.7738
C -0.0069 5.6403 2.7244
C -0.9952 2.0762 2.3737
C -1.0783 1.7229 3.7218
C -1.1576 0.4001 4.1588
N -1.2866 0.1018 5.5004
C -1.6810 1.0866 6.4943
C -0.6292 1.2133 7.5936
N -0.4612 -0.1222 8.2497
C -0.1032 -1.1690 7.2386
C -1.1535 -1.2091 6.1305
C -1.0350 3.2839 -1.7486
O -1.2341 4.4373 -1.9884
O -0.8921 2.3278 -2.6515
H -1.0402 -1.0540 1.0672
H -1.0354 4.7587 0.4210
H -1.8692 4.6508 3.4309
H 1.1646 3.9575 3.5690
H 0.2494 4.9158 4.8133
H 0.5938 5.6621 1.8249
H -0.3543 6.6139 3.0378
H -1.0890 2.5257 4.4409
H -2.6293 0.7704 6.9473
H -1.8560 2.0632 6.0580
H -0.9350 1.9416 8.3430
H 0.3351 1.5070 7.1823
H -1.3398 -0.3861 8.7041
H 0.2476 -0.0786 8.9843
H -0.0436 -2.1380 7.7317
H 0.8750 -0.9176 6.8319
H -2.1214 -1.5099 6.5504
H -0.8548 -1.9798 5.4378
*
```

The maximum force comes out at 1.98 eV Å⁻¹. The total energy is -93937.8988 eV. For the LUMO energy (alpha / beta), the calculation gives -0.34170 / -0.29474 hartree. The HOMO-LUMO gap (alpha / beta) comes out at 6.575 / 7.831 eV. Its expectation value of S² is 4.216.